Molecular formula: C5H6Cl2N2O2
Method: DFT, ωB97M-V/def2-TZVPD

frontier orbital gap = 9.37 eV
ΔE to the lowest compared entry with this formula, charge and spin = 21.0 kcal/mol
HOMO = -8.86 eV
DFT total energy = -1374.44702 Eh
lowest unoccupied orbital energy = 0.5103 eV

Each line ends with the Mulliken charge.
Positions of all 17 atoms, in Å:
C 0.589 -1.657 0.156  0.626
C -0.693 0.346 0.153  0.476
C 1.674 0.223 0.001  0.159
C -1.771 -1.898 0.014  -0.920
C 0.487 2.387 -0.198  -1.026
N -0.575 -1.159 0.217  0.085
N 0.512 0.963 0.105  0.003
O 1.233 -2.654 0.219  -0.462
O -1.714 0.934 0.092  -0.549
Cl 2.731 0.332 1.450  -0.184
Cl 2.546 0.380 -1.505  -0.165
H -1.538 -2.931 0.366  0.380
H -2.654 -1.506 0.605  0.299
H -2.206 -1.842 -1.120  0.259
H 0.434 2.945 0.825  0.259
H 1.391 2.709 -0.780  0.354
H -0.448 2.427 -0.602  0.406


Molecular formula: C10H13NPSn
Method: DFT, ωB97M-V/def2-TZVPD

frontier orbital gap (spin up / spin down) = 3.70 / 3.72 eV
ΔE to the lowest compared entry with this formula, charge and spin = 12.9 kcal/mol
HOMO (spin up / spin down) = -1.40 / -1.41 eV
DFT total energy = -999.08086 Eh
lowest unoccupied orbital energy (spin up / spin down) = 2.3021 / 2.3156 eV
charge = -1

Each line ends with the Mulliken charge.
Positions of all 26 atoms, in Å:
C 0.080 -0.583 -2.347  -0.492
C -0.911 -1.420 -2.848  -0.674
C -0.603 -2.785 -2.554  -0.381
C 0.639 -2.866 -1.850  -0.689
C 1.170 -1.595 -1.659  -0.559
Sn 1.206 1.398 0.698  0.012
P -0.743 3.179 1.045  -0.227
H 0.180 0.499 -2.354  0.352
H -1.793 -1.078 -3.388  0.356
H -1.225 -3.638 -2.825  0.381
H 2.082 -1.261 -1.172  0.401
H 1.106 -3.789 -1.508  0.348
H -1.741 2.906 2.036  0.058
H -1.499 3.406 -0.151  0.089
H -0.273 4.490 1.379  0.051
C -0.660 -0.270 4.909  -0.109
C 0.568 0.399 4.862  -0.630
C 1.125 0.734 3.635  -0.019
N 0.521 0.369 2.466  -0.182
C -0.727 -0.184 2.498  -0.223
C -1.321 -0.536 3.705  -0.667
H -1.093 -0.570 5.861  0.359
H 1.115 0.664 5.766  0.343
H 2.071 1.273 3.553  0.217
H -1.219 -0.341 1.537  0.525
H -2.296 -1.019 3.680  0.359


Molecular formula: C5H5F3N4O
Method: DFT, ωB97M-V/def2-TZVPD

frontier orbital gap = 9.02 eV
SMILES string = N/C(=N/c1ccn[nH]1)OC(F)(F)F
ΔE to the lowest compared entry with this formula, charge and spin = 21.4 kcal/mol
HOMO = -8.46 eV
DFT total energy = -787.32388 Eh
lowest unoccupied orbital energy = 0.5673 eV

Each line ends with the Mulliken charge.
Positions of all 18 atoms, in Å:
N -0.883 0.624 -2.296  -0.433
C -0.415 0.636 -0.969  0.630
N -0.576 -0.348 -0.139  -0.604
C 0.044 -0.620 1.027  0.343
C 0.542 -1.854 1.231  -0.394
C 1.280 -1.690 2.396  -0.453
N 1.399 -0.384 2.717  -0.918
N 0.644 0.324 1.857  0.398
O 0.557 1.669 -1.041  -0.310
C 0.118 2.897 -0.635  0.795
F 0.539 3.011 0.680  -0.296
F 0.768 3.864 -1.324  -0.218
F -1.126 3.122 -0.375  -0.211
H -1.240 -0.345 -2.552  0.276
H -0.870 1.437 -2.833  0.196
H 0.295 -2.627 0.650  0.501
H 1.916 -2.435 2.828  0.423
H 0.109 1.067 2.271  0.276


Molecular formula: C19H8N6O7PtSe
Method: DFT, ωB97M-V/def2-TZVPD

frontier orbital gap (spin up / spin down) = 6.44 / 6.31 eV
2S+1 = 3
HOMO (spin up / spin down) = -8.42 / -8.36 eV
DFT total energy = -4104.61297 Eh
lowest unoccupied orbital energy (spin up / spin down) = -1.9788 / -2.0488 eV

Each line ends with the Mulliken charge.
Positions of all 42 atoms, in Å:
Pt 0.032 0.097 0.008  0.994
O -3.218 2.266 0.687  -0.631
C -2.135 1.805 0.989  0.407
O -1.130 1.745 0.189  -0.632
C -1.969 1.316 2.438  0.225
C -2.909 1.784 3.329  -0.417
C -2.878 1.430 4.679  -0.456
C -1.928 0.538 5.142  -0.115
C -1.001 0.023 4.257  -0.506
C -0.933 0.427 2.879  0.976
O 0.026 -0.021 2.183  -0.922
N -0.052 -0.926 4.761  1.033
O -0.077 -1.139 5.958  -0.677
O 0.702 -1.488 3.993  -0.626
N -3.832 1.999 5.588  1.066
O -4.659 2.760 5.133  -0.641
O -3.747 1.690 6.758  -0.644
H -3.687 2.448 2.973  0.592
H -1.902 0.236 6.181  0.618
Se 0.817 -7.546 -0.616  0.331
N 1.914 -6.196 -0.383  -0.831
C 1.234 -5.067 -0.416  0.698
C 1.821 -3.765 -0.243  0.527
C 3.171 -3.547 0.036  -0.404
C 3.615 -2.245 0.190  -0.738
C 2.721 -1.197 0.019  -0.170
N 1.435 -1.384 -0.259  -0.325
C 0.965 -2.651 -0.355  -0.139
C -0.450 -2.816 -0.538  0.241
N -1.202 -1.703 -0.509  -0.760
C -2.515 -1.770 -0.593  -0.294
C -3.179 -2.990 -0.702  -0.725
C -2.444 -4.159 -0.741  -0.437
C -1.050 -4.090 -0.665  0.515
C -0.178 -5.229 -0.636  0.846
N -0.575 -6.482 -0.761  -0.856
H 3.840 -4.387 0.133  0.536
H 4.646 -2.036 0.426  0.430
H 3.049 -0.167 0.094  0.428
H -3.056 -0.833 -0.566  0.518
H -4.256 -3.010 -0.742  0.440
H -2.927 -5.122 -0.812  0.524


Molecular formula: C12H24O24S6
Method: DFT, ωB97M-V/def2-TZVPD

frontier orbital gap = 10.76 eV
SMILES string = O=S1(=O)OCCO1.O=S1(=O)OCCO1.O=S1(=O)OCCO1.O=S1(=O)OCCO1.O=S1(=O)OCCO1.O=S1(=O)OCCO1
ΔE to the lowest compared entry with this formula, charge and spin = 131.6 kcal/mol
HOMO = -11.24 eV
DFT total energy = -4666.18428 Eh
lowest unoccupied orbital energy = -0.4830 eV

Each line ends with the Mulliken charge.
Positions of all 66 atoms, in Å:
O -1.792 3.645 -5.961  -0.503
S -2.660 2.508 -6.393  1.066
O -3.477 2.627 -7.589  -0.492
O -1.824 0.952 -6.378  -0.384
C -2.591 -0.004 -5.788  -0.209
C -3.738 0.682 -5.013  -0.261
O -3.526 2.020 -5.124  -0.295
H -2.946 -0.740 -6.509  0.270
H -2.016 -0.698 -5.175  0.275
H -3.752 0.534 -3.933  0.279
H -4.670 0.392 -5.498  0.254
O 7.148 -5.606 3.213  -0.543
S 6.013 -5.425 2.301  1.107
O 4.910 -6.341 2.375  -0.492
O 5.464 -3.906 2.427  -0.281
C 6.376 -3.062 1.789  -0.437
C 6.795 -3.779 0.443  -0.221
O 6.666 -5.205 0.744  -0.339
H 5.956 -2.075 1.591  0.337
H 7.228 -2.883 2.445  0.310
H 7.795 -3.424 0.191  0.277
H 6.159 -3.484 -0.391  0.283
O -0.037 -6.833 3.488  -0.525
S -1.224 -6.669 2.644  1.114
O -2.080 -7.802 2.385  -0.519
O -2.013 -5.344 3.129  -0.324
C -1.235 -4.216 2.878  -0.281
C -1.005 -4.491 1.383  -0.190
O -0.824 -5.915 1.222  -0.317
H -1.992 -3.465 3.105  0.255
H -0.328 -4.039 3.456  0.254
H -0.023 -4.073 1.161  0.230
H -1.661 -3.971 0.684  0.304
O 2.999 0.055 -1.221  -0.521
S 1.984 0.406 -2.199  1.087
O 0.536 0.200 -1.815  -0.513
O 2.230 1.914 -2.540  -0.311
C 3.063 2.148 -3.729  -0.319
C 2.900 0.885 -4.557  -0.205
O 2.453 -0.142 -3.774  -0.331
H 2.817 3.095 -4.209  0.324
H 4.118 2.188 -3.460  0.244
H 3.858 0.658 -5.023  0.288
H 2.246 1.173 -5.380  0.255
O -5.155 7.588 1.041  -0.524
S -4.968 6.163 1.418  1.087
O -4.768 5.784 2.826  -0.495
O -6.102 5.167 0.685  -0.319
C -5.421 3.933 0.447  -0.453
C -4.000 4.307 -0.151  -0.190
O -3.789 5.605 0.414  -0.314
H -5.355 3.463 1.428  0.356
H -5.893 3.410 -0.385  0.323
H -4.020 4.428 -1.234  0.322
H -3.321 3.611 0.341  0.210
O -2.192 3.038 6.345  -0.503
S -1.608 2.149 5.332  1.086
O -2.373 1.006 4.802  -0.519
O -0.930 3.021 4.099  -0.296
C 0.384 2.558 3.726  -0.210
C 0.951 1.825 4.919  -0.321
O -0.092 1.808 5.936  -0.354
H 0.273 1.797 2.954  0.270
H 0.888 3.486 3.455  0.265
H 1.594 2.352 5.624  0.261
H 1.595 1.013 4.583  0.317


Molecular formula: C25H66N2O9
Method: DFT, ωB97M-V/def2-TZVPD

frontier orbital gap = 8.83 eV
SMILES string = COCCNCCOC.COCCNCCOC.CC(C)O.CC(C)O.CC(C)O.CC(C)O.CO
ΔE to the lowest compared entry with this formula, charge and spin = 0.0 kcal/mol
HOMO = -8.45 eV
DFT total energy = -1778.66259 Eh
lowest unoccupied orbital energy = 0.3770 eV

Each line ends with the Mulliken charge.
Positions of all 102 atoms, in Å:
C 1.606 -1.231 -1.046  0.193
O 2.765 -1.729 -1.692  -0.430
C 3.060 -1.072 -2.906  -0.300
C 3.939 0.151 -2.707  -0.057
N 5.378 -0.130 -2.718  -0.481
C 5.749 -1.106 -1.698  -1.046
C 5.707 -0.577 -0.267  0.371
O 6.651 0.492 -0.141  -0.427
C 6.696 1.011 1.172  -0.620
H 0.715 -1.344 -1.671  0.170
H 1.814 -0.164 -0.900  -0.179
H 1.394 -1.720 -0.098  0.085
H 2.120 -0.814 -3.406  -0.283
H 3.577 -1.791 -3.545  0.529
H 3.650 0.678 -1.785  -0.026
H 3.733 0.889 -3.489  0.427
H 5.918 0.718 -2.638  0.303
H 6.772 -1.431 -1.897  0.455
H 5.101 -1.979 -1.690  0.347
H 6.081 -1.346 0.420  0.508
H 4.689 -0.244 -0.033  -0.294
H 7.625 1.584 1.231  0.295
H 6.759 0.211 1.915  0.290
H 5.878 1.716 1.344  0.159
C -6.272 -0.709 -3.695  -0.746
O -5.455 -1.740 -3.153  -0.414
C -4.757 -1.324 -1.998  -0.168
C -4.138 -2.581 -1.391  -0.844
N -3.434 -2.340 -0.115  1.009
C -2.976 -3.627 0.422  -0.905
C -2.297 -3.468 1.758  -0.634
O -1.089 -2.777 1.579  -0.100
C -0.284 -2.758 2.729  -0.911
H -6.320 -0.906 -4.763  0.281
H -5.835 0.282 -3.538  0.311
H -7.254 -0.725 -3.219  0.269
H -5.434 -0.869 -1.259  0.375
H -4.000 -0.578 -2.270  0.119
H -3.301 -2.778 -2.082  0.335
H -4.854 -3.394 -1.377  0.405
H -2.711 -1.629 -0.211  -0.446
H -2.256 -4.110 -0.258  0.474
H -3.852 -4.272 0.483  0.432
H -2.105 -4.500 2.093  0.422
H -2.950 -3.004 2.505  0.364
H 0.790 -2.678 2.559  0.102
H -0.343 -3.699 3.293  0.451
H -0.643 -1.946 3.366  0.364
C 0.696 2.418 -4.110  -1.351
C -0.472 1.719 -3.426  0.753
C -0.922 0.491 -4.162  -1.048
O -0.086 1.345 -2.098  -0.136
H 1.499 1.691 -4.252  0.101
H 1.028 3.330 -3.615  0.353
H 0.409 2.732 -5.119  0.471
H -1.306 2.430 -3.376  0.331
H -1.090 0.673 -5.230  0.442
H -1.864 0.060 -3.822  0.015
H -0.156 -0.289 -4.193  0.152
H 0.000 2.173 -1.589  -0.156
C 2.883 0.373 2.601  -0.318
C 3.011 -0.438 3.895  0.335
C 3.935 0.186 4.921  -1.429
O 1.713 -0.632 4.464  -0.561
H 3.846 0.311 2.093  -0.078
H 2.774 1.430 2.862  0.305
H 2.069 -0.016 1.997  0.023
H 3.408 -1.416 3.587  0.272
H 3.507 1.153 5.195  0.353
H 4.961 0.261 4.558  0.303
H 3.957 -0.406 5.838  0.406
H 1.739 -1.419 5.014  0.361
C 2.228 2.928 -0.058  -0.800
C 1.070 3.700 0.538  0.827
C 1.151 5.215 0.347  -1.530
O -0.160 3.217 -0.040  -0.607
H 2.474 3.235 -1.079  0.435
H 2.072 1.852 -0.056  -0.591
H 3.096 3.239 0.528  0.582
H 1.033 3.478 1.609  0.179
H 2.191 5.540 0.261  0.375
H 0.710 5.737 1.198  0.393
H 0.650 5.586 -0.547  0.330
H -0.922 3.670 0.333  0.262
C -5.167 0.630 1.406  -0.888
C -5.384 -0.445 2.484  0.873
C -6.641 -0.237 3.294  -1.658
O -5.444 -1.735 1.883  -0.629
H -4.626 0.252 0.545  -0.083
H -4.697 1.527 1.815  0.319
H -6.164 0.936 1.066  0.410
H -4.502 -0.409 3.142  0.100
H -7.525 -0.232 2.644  0.376
H -6.647 0.684 3.871  0.362
H -6.857 -1.126 3.892  0.396
H -4.681 -1.840 1.269  0.198
C -1.437 0.299 1.105  0.123
O -1.702 -0.005 -0.269  -0.329
H -1.395 1.370 1.291  0.184
H -2.268 -0.153 1.653  -0.079
H -0.537 -0.215 1.448  -0.170
H -1.064 0.498 -0.817  0.212